# 1
The following is a quantum chemistry calculation of a structure of composition C20H37AsMoN6O6P at a distorted geometry, from the OMol25 dataset.

Values from the calculation:
E: -4209.12620 Eh
Gap between HOMO and LUMO (spin up / spin down): 0.2622 / 0.2514 Ha

Structure (ORCA input):
```
! wB97M-V def2-TZVPD RIJCOSX def2/J DEFGRID3
* xyz 2 2
Mo 0.17428 0.46994 0.35450
C 3.75375 2.44606 -0.66099
C 3.64148 1.03721 -0.20400
N 2.55962 0.40989 0.24537
C 2.97594 -0.85742 0.59020
C 4.31004 -0.99903 0.34356
N 4.69925 0.20707 -0.15474
C 5.28374 -2.13413 0.43643
O 4.84334 -3.25543 0.95258
O 6.39390 -1.95802 0.01821
C 1.95107 -1.76075 1.10937
O 2.16462 -2.88864 1.48888
O 0.78159 -1.16569 1.08397
H 3.02743 2.65636 -1.44575
H 4.75092 2.63766 -1.05035
H 3.58235 3.13168 0.16807
H 5.65240 0.39941 -0.43891
H 3.90553 -3.25154 1.24310
O 0.58157 2.29702 0.20892
N 0.87342 3.58056 0.21317
C 0.61572 4.31491 -0.88936
C 0.88908 5.65932 -0.90555
C 1.42965 6.26962 0.22151
C 1.72477 5.47629 1.32488
C 1.44696 4.13204 1.30284
H 0.22364 3.75852 -1.72790
H 0.69832 6.22580 -1.80556
H 1.62198 7.33268 0.23596
H 2.17162 5.90842 2.20866
H 1.63294 3.46049 2.12896
C -3.80436 -3.48496 -0.57761
N -3.35154 -2.75139 0.59434
C -4.42450 -2.23170 1.43242
P -1.79226 -2.27164 0.84823
O -1.58114 -0.82619 0.35856
N -0.85816 -3.30466 -0.02291
C -0.28686 -2.94248 -1.31119
C -0.69159 -4.70027 0.38084
N -1.61444 -2.34873 2.48711
C -2.07978 -3.51782 3.23292
C -1.36564 -1.18698 3.32623
H -4.43759 -4.32005 -0.27144
H -2.95233 -3.87478 -1.12816
H -4.38730 -2.84542 -1.24692
H -4.93322 -3.04614 1.95323
H -5.16456 -1.69910 0.83020
H -4.02427 -1.53873 2.17091
H -0.38198 -1.86896 -1.47779
H -0.78902 -3.45734 -2.13492
H 0.77391 -3.20981 -1.34088
H -0.56859 -4.76706 1.45922
H 0.21706 -5.09100 -0.07326
H -1.53286 -5.32454 0.06748
H -2.55295 -4.22399 2.55391
H -2.81348 -3.22120 3.98590
H -1.24691 -4.01363 3.73535
H -0.84488 -0.40775 2.77346
H -0.74613 -1.47670 4.17632
H -2.29935 -0.76248 3.71191
C -2.57742 3.22689 -1.55202
As -2.24553 1.60421 -0.48360
C -3.10827 2.15488 1.18067
C -3.66805 0.50944 -1.23536
H -3.65482 3.33293 -1.67240
H -2.12995 3.13739 -2.54189
H -2.19764 4.12148 -1.06000
H -3.96494 2.78816 0.95250
H -2.41897 2.70501 1.82069
H -3.45018 1.26258 1.70353
H -4.61795 1.01023 -1.04977
H -3.67152 -0.46929 -0.76451
H -3.52743 0.39056 -2.30874
*
```

# 2
The following is a quantum chemistry calculation of a cluster of 3 separate species, C20H37BBrClFN2O11S in total at a distorted geometry, from the OMol25 dataset.

Values from the calculation:
E: -5277.91234 Eh
Gap between HOMO and LUMO: 0.2173 Ha

Structure (ORCA input):
```
! wB97M-V def2-TZVPD RIJCOSX def2/J DEFGRID3
* xyz 1 1
C 5.19021 -1.41637 0.53798
C 4.15987 -0.58072 -0.47876
C 3.54304 0.64921 0.41907
C 2.80055 1.82998 -0.44536
C 2.16332 1.34633 -1.87760
C 0.94614 0.24694 -1.75087
C -0.44118 0.83506 -1.10347
C -1.74308 -0.13340 -1.15336
C -3.11213 0.77452 -0.86494
B -3.11335 1.61258 0.53734
C -4.41689 1.37510 1.56781
O -2.13300 2.61056 1.00238
O -4.36691 0.04934 -1.10290
C -4.36803 -1.30482 -0.54029
Cl -5.85958 -2.15809 -1.33893
C -3.02936 -2.19648 -0.83214
N -3.11226 -2.58285 -2.32591
Br -3.10045 -4.05564 0.01519
N -1.70394 -1.46896 -0.49552
O -0.78162 -2.33323 -1.04062
S -1.36243 -1.54575 1.20948
O -0.59989 -0.35209 1.82649
O -0.41341 -2.77705 1.50550
F -2.78380 -1.66927 2.22417
H 4.62415 -1.61370 1.55466
H 6.17110 -0.75806 0.70579
H 5.53224 -2.42523 0.02130
H 4.77504 -0.21191 -1.40972
H 3.34898 -1.37270 -0.80694
H 4.42510 1.14530 1.03771
H 2.78251 0.23471 1.21614
H 3.56642 2.70336 -0.69110
H 1.91749 2.31222 0.17959
H 1.75103 2.31550 -2.41853
H 3.02657 0.93922 -2.59159
H 1.30424 -0.68415 -1.13822
H 0.69115 -0.14189 -2.84112
H -0.72281 1.76803 -1.79953
H -0.16324 1.31227 -0.07740
H -1.84033 -0.34065 -2.33078
H -3.07052 1.60454 -1.72609
H -5.41692 1.32811 0.91736
H -4.53283 2.36152 2.22908
H -4.28722 0.43010 2.25026
H -1.82742 2.24807 1.90773
H -4.67794 -1.21337 0.58862
H -3.51186 -1.80492 -2.89073
H -3.61480 -3.48637 -2.44987
H -0.56284 -2.06791 -1.97815
C 0.95463 7.03382 -4.82357
C 1.12837 6.85275 -3.32959
C 2.52929 6.48892 -2.93352
O 2.33199 5.75410 -1.73855
C 1.08725 5.19790 -1.82911
O 0.66449 4.32924 -1.08544
O 0.38055 5.74163 -2.86602
H 1.70405 7.71740 -5.23487
H 1.01732 6.07528 -5.35066
H -0.03863 7.44305 -5.03950
H 0.78321 7.74507 -2.79535
H 3.14841 7.36870 -2.74863
H 3.03450 5.84171 -3.65988
C -0.54537 -5.15972 3.16998
C -0.37163 -5.34080 4.66396
C 1.02929 -5.70463 5.06003
O 0.83199 -6.43944 6.25500
C -0.41275 -6.99565 6.16444
O -0.83551 -7.86431 6.90811
O -1.11945 -6.45192 5.12753
H 0.20405 -4.47614 2.75868
H -0.48268 -6.11826 2.64289
H -1.53863 -4.75050 2.95405
H -0.71679 -4.44848 5.19820
H 1.64841 -4.82485 5.24492
H 1.53450 -6.35184 4.33366
*
```

# 3
The following is a quantum chemistry calculation of a cluster of 12 separate species, C20H37Cl6N9O14 in total at a distorted geometry, from the OMol25 dataset.

Values from the calculation:
E: -5090.90087 Eh
Gap between HOMO and LUMO: 0.3510 Ha

Structure (ORCA input):
```
! wB97M-V def2-TZVPD RIJCOSX def2/J DEFGRID3
* xyz 0 1
C -4.49143 -2.69935 -2.53627
N -5.24360 -2.33868 -1.28339
O -5.38040 -1.16054 -1.02787
O -5.61940 -3.26231 -0.57951
H -5.10300 -2.25592 -3.31995
H -4.44971 -3.77300 -2.64425
H -3.53355 -2.21895 -2.37142
C -1.10438 -6.07490 -2.95825
N -1.23080 -4.86532 -2.11303
O -1.63933 -3.85271 -2.63210
O -0.93389 -4.97402 -0.96143
H -0.85996 -5.82584 -3.98095
H -2.05897 -6.58719 -2.85386
H -0.31997 -6.67589 -2.50882
C 2.82164 -1.85223 2.56292
N 1.90998 -1.89904 3.74984
O 2.08801 -1.06527 4.61609
O 1.00247 -2.70089 3.72464
H 2.29408 -2.41677 1.80107
H 3.75909 -2.36485 2.76429
H 2.94991 -0.79873 2.33892
C -0.09945 1.23719 4.28812
N -0.54561 1.85502 5.57368
O -1.58959 1.49407 6.06394
O 0.20247 2.70313 6.02612
H 0.37025 1.91904 3.59421
H -0.93182 0.72774 3.81353
H 0.63942 0.50100 4.60480
C -0.49771 -2.91250 -5.50330
N 0.35982 -2.51450 -4.34314
O 0.51924 -1.33136 -4.14622
O 0.87671 -3.40034 -3.69519
H -1.36929 -2.26784 -5.45699
H -0.78505 -3.94180 -5.34089
H 0.11242 -2.79603 -6.39268
C -0.36828 2.11172 -4.57061
N 0.16500 2.37674 -5.94311
O -0.63847 2.24114 -6.83724
O 1.34010 2.60121 -6.05024
H -0.57228 1.04056 -4.53680
H -1.34379 2.56864 -4.43434
H 0.36530 2.34946 -3.80711
C -2.35578 2.61049 0.78086
N -2.59752 3.73153 1.70991
O -3.54263 4.46075 1.54293
O -1.78808 3.88064 2.60010
H -2.76539 2.84768 -0.19467
H -2.83761 1.71829 1.17862
H -1.28855 2.43159 0.76062
C -0.41700 0.25703 -1.16887
C -0.85099 -0.85166 -0.45919
C -0.41258 -1.00673 0.85217
N 0.45383 -0.17994 1.43030
C 0.84287 0.89709 0.74174
C 0.51702 1.10868 -0.59079
H -0.63218 0.25868 -2.23191
H -1.54439 -1.56027 -0.89134
H -0.62018 -1.90557 1.41476
H 1.59331 1.52578 1.20512
H 1.00656 1.93004 -1.09936
C 0.53652 5.08246 0.63503
C 1.85051 4.73307 0.41911
C 2.22468 4.36518 -0.86704
N 1.37775 4.38876 -1.91110
C 0.10468 4.71527 -1.68648
C -0.36129 5.05211 -0.42212
H 0.18771 5.38474 1.61460
H 2.50660 4.70069 1.27968
H 3.20666 4.01102 -1.14746
H -0.60150 4.65371 -2.50642
H -1.37994 5.40103 -0.30052
Cl -3.27419 -4.61676 5.14030
C -1.87204 -4.68528 4.04665
Cl -2.21071 -3.78490 2.53822
H -1.03778 -4.21930 4.55247
H -1.75611 -5.72499 3.77497
Cl 4.09106 1.26196 0.09035
C 5.66873 0.46569 -0.12144
Cl 7.02325 1.59031 -0.03920
H 5.81444 -0.23931 0.68706
H 5.64370 0.00844 -1.10205
Cl 3.13908 2.08893 3.44699
C 3.72568 1.52179 5.02222
Cl 3.74174 2.85642 6.19808
H 3.07831 0.76615 5.45103
H 4.74563 1.16885 4.93289
*
```

# 4
The following is a quantum chemistry calculation of a cluster of 2 separate species, C20H37ClN3OS2 in total at a distorted geometry, from the OMol25 dataset.

Values from the calculation:
E: -2280.03868 Eh
Gap between HOMO and LUMO: 0.2850 Ha

Structure (ORCA input):
```
! wB97M-V def2-TZVPD RIJCOSX def2/J DEFGRID3
* xyz 1 1
C -3.30229 1.19417 1.84726
C -3.04996 2.03986 0.50619
C -1.50879 2.16313 0.25156
C -0.46590 2.41906 1.21939
C -0.52385 2.65530 2.75463
C -0.56370 1.33532 3.62117
C 0.28823 0.15915 3.02636
S 2.09615 0.35878 3.47072
C 3.10951 -0.44648 2.17153
S 3.68170 0.51472 0.93554
N 3.46101 -1.83421 2.12729
C 2.39661 -2.71926 2.66007
C 2.16842 -3.86116 1.55857
C 4.80709 -2.11286 2.71258
C 5.80329 -2.35472 1.48069
N 0.68430 2.43181 0.35687
C 0.33377 2.20978 -0.94469
C 1.28392 2.13504 -2.19431
C 1.99550 0.70055 -2.16958
C 1.98321 -0.03262 -3.56613
Cl 1.14910 -0.43270 -0.99279
N -1.02952 2.03068 -1.07411
C -1.80055 1.79169 -2.32172
H -2.46860 0.46239 2.00946
H -3.32484 1.94168 2.68255
H -4.27095 0.62913 1.79156
H -3.55099 1.44096 -0.30608
H -3.53304 3.04660 0.60420
H 0.30864 3.31435 3.12125
H -1.48566 3.21346 2.95410
H -1.59266 0.95745 3.84750
H -0.10900 1.58221 4.62894
H -0.03343 -0.78951 3.55279
H 0.13366 -0.03502 1.93248
H 1.40045 -2.22615 2.78819
H 2.67626 -3.21712 3.62715
H 1.42554 -4.60047 1.95358
H 1.70273 -3.33671 0.67519
H 3.14252 -4.33351 1.25679
H 4.79989 -3.06718 3.30423
H 5.17238 -1.27270 3.37396
H 6.79585 -2.69143 1.86962
H 5.83325 -1.39871 0.89955
H 5.29254 -3.11257 0.82520
H 1.65629 2.60669 0.64243
H 0.69280 2.23080 -3.14190
H 2.03224 2.97772 -2.18219
H 3.05741 0.86476 -1.84047
H 2.14930 -1.12514 -3.36615
H 0.96262 0.05765 -4.03791
H 2.80310 0.30995 -4.25070
H -1.62253 0.73017 -2.64813
H -2.88264 2.03282 -2.17793
H -1.42864 2.47883 -3.12746
C -4.26614 -1.86863 -3.11660
C -4.43148 -0.94259 -4.29561
O -3.56141 -0.82684 -5.13206
C -5.72019 -0.16679 -4.39238
H -3.29443 -2.36011 -3.17684
H -4.31394 -1.29916 -2.18559
H -5.04570 -2.63225 -3.13059
H -5.83337 0.47884 -3.51879
H -6.56460 -0.85466 -4.46325
H -5.70046 0.45579 -5.28717
*
```